Model w:
ORCA calculation (ωB97M-V/def2-TZVPD) on C4H5ClOS as an isolated structure.

Values from the calculation:
orbital gap = 7.861 eV
HOMO level = -8.981 eV

```
12
Properties=species:S:1:pos:R:3:mulliken_charge:R:1
Cl -1.26139 -2.50618 0.46946 -0.193
S 1.49364 -2.00245 -1.37080 -0.230
O 0.22682 1.55607 -1.09066 -0.515
C -0.47417 -0.92269 -0.07331 0.022
C 0.72263 -0.85117 -0.50996 -0.064
C -0.37572 0.24613 0.79495 -0.580
C 0.71560 0.67742 -0.10612 0.191
H -1.24538 0.83921 0.92823 0.393
H 0.10993 -0.04864 1.85027 0.208
H -0.18049 2.45843 -0.61776 0.362
H 1.65183 1.08261 0.48693 0.231
H -1.38330 -0.52872 -0.76122 0.174
```

---

Model x:
ORCA calculation (ωB97M-V/def2-TZVPD) on one molecule with the formula C4H5ClOS.

Values from the calculation:
orbital gap = 10.134 eV
HOMO level = -9.441 eV
SMILES = C/C(=C/Cl)SC=O

```
12
Properties=species:S:1:pos:R:3:mulliken_charge:R:1
Cl 0.94051 -2.46623 -0.47318 -0.146
S -1.24055 -0.04326 -1.06502 -0.050
O -3.14047 -1.47433 0.05636 -0.446
C 0.35169 0.19814 -0.31523 0.415
C -2.01505 -1.07094 0.17344 0.090
C 1.20562 -0.80759 -0.08709 -0.368
C 0.71260 1.61108 0.00905 -1.031
H 1.75237 1.68164 0.43089 0.324
H -1.35973 -1.26259 1.03717 0.335
H 0.63387 2.24937 -0.88847 0.290
H -0.01401 2.00027 0.73927 0.270
H 2.17317 -0.61557 0.38281 0.318
```

---

Most stable structure - model x; separation to the second - 79.9 kcal/mol.

---

Model w:
ORCA calculation (ωB97M-V/def2-TZVPD) on a 9-piece molecular cluster, C36H63N9 overall.

Values from the calculation:
orbital gap = 10.573 eV
HOMO level = -10.323 eV
SMILES = CCCC#N.CCCC#N.CCCC#N.CCCC#N.CCCC#N.CCCC#N.CCCC#N.CCCC#N.CCCC#N

```
108
Properties=species:S:1:pos:R:3:mulliken_charge:R:1
N -7.02511 5.95057 1.91384 -0.366
N -3.07575 3.23661 -2.85361 -0.389
N 3.51105 -2.11487 -3.88087 -0.582
N 2.68435 -0.17671 1.88410 -0.259
N 1.09993 -2.37207 -0.58419 -0.469
N -3.52959 -3.13789 -5.37883 -0.450
N 5.80088 -0.12188 -1.16487 -0.443
N -1.26810 1.95150 3.00943 -0.578
N -3.15568 -3.30175 1.10551 -0.478
C 2.65519 -0.55954 3.01115 0.034
C 3.86674 -3.32509 -1.55386 0.185
C 2.54646 -1.05088 4.43052 -0.457
C -5.95209 6.05713 1.61707 0.103
C -3.77590 -2.68134 -2.00239 -1.493
C -0.35315 4.72301 -5.65317 -1.025
C 4.45740 2.95338 0.06481 -0.257
C 5.60312 0.69636 -0.39705 0.220
C -0.38684 2.65760 2.81234 0.220
C 5.42321 1.77633 0.57468 -0.430
C -0.50369 -0.68084 0.67927 -0.185
C -2.04582 -5.73750 1.51477 -0.440
C 0.76797 3.52629 2.47128 0.003
C -4.19745 -7.13297 1.63453 -1.139
C 0.42204 -1.60672 -0.03246 0.143
C -2.67714 -4.35271 1.28488 0.226
C -0.55165 0.60870 -0.28637 0.666
C 3.35966 2.48893 -0.91521 -0.972
C 4.99373 -4.33801 -1.47396 -0.613
C -4.49347 6.04209 1.36409 -0.440
C 6.39155 -3.64296 -1.57950 -1.129
C 1.78354 3.50487 3.65081 -0.164
C 1.29502 4.34360 4.86802 -1.282
C -2.95408 3.92252 -3.76820 0.307
C -2.90148 4.72981 -4.96559 -0.544
C -2.27905 4.71332 1.01455 -0.581
C 3.67409 -2.62551 -2.85218 0.209
C -4.75441 -4.45820 -3.42628 -0.550
C -4.89290 -3.79176 -2.09413 -0.224
C 2.71067 -2.59559 4.48309 -0.490
C -0.98742 0.35112 -1.75685 -0.975
C -2.94864 -6.85458 0.87317 -0.355
C -1.85218 4.43741 -6.05754 -0.544
C -4.15485 -3.68202 -4.54706 0.272
C 4.08680 -3.08133 4.88507 -1.177
C -3.82515 4.69390 1.00641 -0.581
H -1.83671 -0.32512 -1.85444 0.056
H -0.23051 -0.49505 1.71801 0.145
H 0.29435 5.04826 -6.46746 0.321
H 0.46259 4.56821 2.37516 0.359
H 0.21218 4.46833 4.86830 0.316
H -0.25020 -0.08886 -2.42843 0.367
H -1.81177 5.39781 0.30658 0.376
H -3.86019 4.71335 -5.48397 0.310
H 2.26678 -3.18032 3.67739 0.413
H -3.96420 -1.75956 -2.55283 0.546
H 2.81106 3.78508 3.41888 0.415
H -1.89051 -5.95850 2.57076 0.334
H -4.05029 -6.97089 2.70232 0.316
H 4.62759 -2.26565 5.36500 0.327
H -1.45371 1.22585 -2.21017 0.257
H -4.20062 4.41110 0.02298 0.342
H -4.84256 -4.50402 -1.27058 0.064
H 4.62114 -3.33023 3.96822 0.278
H -3.70467 -2.24021 -1.00819 0.531
H 3.84163 2.04688 -1.78722 0.549
H 2.86112 3.42867 -1.15279 0.367
H -4.42974 -5.49445 -3.33206 0.299
H -5.84464 -3.26083 -2.07411 0.293
H 1.67429 5.35937 4.75636 0.341
H 6.48446 1.99874 0.68595 0.426
H 1.24935 3.30392 1.51897 0.047
H -4.07959 6.51798 2.25309 0.313
H 3.19632 -0.43860 5.05573 0.352
H 4.85467 -4.89933 -0.55002 0.360
H 5.26552 1.30133 1.54297 0.197
H -1.88780 3.40654 -6.40988 0.359
H 1.56273 4.07978 5.89118 0.363
H -4.69085 -8.08849 1.45663 0.349
H 1.56468 -0.84223 4.85555 0.346
H 6.64989 -2.86837 -0.85744 0.264
H 0.42033 1.09223 -0.38405 -0.437
H 5.11062 3.71580 -0.35959 0.382
H 6.44066 -3.05047 -2.49308 0.324
H -1.19918 1.35277 0.17749 0.038
H -3.19033 -6.70018 -0.17842 0.271
H -4.84635 -6.28252 1.42536 0.297
H -1.87467 3.73369 0.75978 -0.098
H 4.31391 -3.85487 5.61867 0.353
H 2.81265 1.68190 -0.42777 -0.073
H 3.99155 3.43226 0.92607 0.025
H -2.06629 4.95953 2.05485 0.303
H -0.31160 5.37194 -4.77837 0.304
H -2.88005 -3.25890 -2.23039 0.394
H 3.01224 -3.95411 -1.30432 0.278
H 7.22908 -4.33920 -1.62286 0.353
H 4.01674 -2.44839 -0.92378 0.021
H -4.34444 6.69729 0.50584 0.278
H -2.77598 5.79263 -4.75882 0.285
H 0.11580 3.82871 -5.24278 0.276
H 2.08294 -2.84771 5.33778 0.332
H -1.06302 -5.69436 1.04536 0.286
H -5.74795 -4.64152 -3.83538 0.323
H -2.05606 5.02661 -6.95162 0.327
H -4.10956 3.90632 1.70419 0.346
H 4.87363 -5.16864 -2.16946 0.339
H 1.82328 2.45805 3.95192 0.002
H -2.31891 -7.74418 0.88494 0.331
H -1.52260 -1.05753 0.76882 0.312
```

---

Model x:
ORCA calculation (ωB97M-V/def2-TZVPD) on a 9-piece molecular cluster, C36H63N9 overall.

Values from the calculation:
orbital gap = 10.767 eV
HOMO level = -10.616 eV
SMILES = CCCC#N.CCCC#N.CCCC#N.CCCC#N.CCCC#N.CCCC#N.CCCC#N.CCCC#N.CCCC#N

```
108
Properties=species:S:1:pos:R:3:mulliken_charge:R:1
N 5.58562 1.24117 -4.83203 -0.518
N -1.24512 1.57992 3.43602 -0.509
N -4.28884 -1.40755 -0.04934 -0.286
N 3.08843 -2.80542 1.53143 -0.690
N 1.27584 1.24901 -5.83850 -0.546
N -4.02078 -4.52744 -5.19407 -0.488
N -1.03250 -0.98459 -2.65886 -0.568
N 3.88687 2.70035 0.71170 -0.434
N -1.65719 -3.59116 2.01001 -0.659
C 0.26773 4.48460 -4.45264 -1.402
C -2.74457 -3.79019 -3.03613 0.006
C -0.16295 1.73947 3.78652 0.265
C 4.16803 -1.35236 -0.34819 2.122
C 1.85949 5.61491 1.14991 -0.605
C -0.85970 -1.08646 -1.52993 0.034
C -0.13576 2.04758 -3.79727 0.825
C 0.32411 3.45347 -3.34037 -0.207
C 3.61975 0.63574 -2.00047 1.351
C -7.64000 -2.17762 -0.90546 -0.453
C 0.64271 1.57778 -4.94070 0.254
C 2.10497 4.26027 1.80946 0.036
C 5.10073 0.85035 -2.30650 -0.262
C 0.76066 0.74633 0.35795 0.787
C 3.10939 3.38787 1.19632 0.307
C 1.78666 -0.53988 4.01295 -1.168
C -5.38410 -1.20625 -0.31967 0.220
C -2.75760 -1.40799 4.47956 -0.245
C -7.46631 -3.26753 0.15217 -0.886
C -3.66700 -0.43784 5.21812 -1.416
C -0.70758 -1.31289 -0.08821 -0.007
C 3.57071 -2.17720 0.70005 -0.031
C -6.77790 -0.92319 -0.65684 -0.464
C 6.04278 -0.35869 1.05518 -1.122
C -4.27049 -5.04565 -1.41812 -0.702
C -2.24613 -2.70512 2.44140 0.196
C 2.88150 -0.41369 -2.82361 -0.671
C 5.66631 -1.16263 -0.18425 -0.391
C -2.84439 -4.82521 -1.91285 -0.361
C 2.20747 0.88140 3.63209 1.290
C -3.45695 -4.20876 -4.24633 0.068
C -3.03662 -1.60150 3.00422 0.123
C 1.22482 1.91514 4.23648 -0.548
C 3.12112 6.44974 1.02507 -1.255
C 5.38195 1.07746 -3.71515 0.008
C 0.60525 -0.76576 0.49364 0.746
H -4.96698 -5.36174 -2.19493 0.421
H 1.18827 3.67151 1.90670 0.045
H -7.49973 -2.83724 1.15555 0.286
H -2.27191 -4.47557 -1.04934 0.084
H -7.29716 -2.60815 -1.85073 0.265
H -0.30678 3.75464 -2.50102 0.425
H -6.51188 -3.77447 0.01582 0.148
H 3.86255 6.01346 0.35155 0.334
H 1.38746 5.51629 0.17052 0.245
H 2.42076 4.46191 2.83822 0.364
H 3.20242 -1.42719 -2.57262 0.169
H 5.56793 -0.76246 1.95398 0.312
H -2.83425 -2.38931 4.95887 0.518
H 1.45830 2.93873 3.93438 0.071
H 0.76582 4.14971 -5.36606 0.365
H 3.47582 0.42485 -0.93785 -0.796
H -7.21616 -0.33720 0.15287 0.286
H 5.67866 -0.03251 -2.00467 -0.309
H 2.93837 7.45135 0.63188 0.378
H 1.32511 3.35722 -2.90851 0.042
H -0.71678 -2.39551 0.04125 0.270
H -1.55829 -0.91604 0.45957 -0.181
H 0.72817 0.98447 -0.70515 -0.469
H 1.11778 6.13743 1.75595 0.342
H -4.07368 -1.88835 2.81019 0.318
H 1.79606 -0.34749 -2.77270 -0.059
H -1.72081 -1.08842 4.60859 -0.002
H 3.64004 6.60817 1.97444 0.329
H 2.18973 0.99262 2.54791 -0.958
H -1.18267 2.13126 -4.09217 0.466
H -4.26244 -5.81209 -0.64009 0.402
H 6.16202 -2.13616 -0.13779 0.555
H -0.04599 1.35835 -2.96285 -0.950
H 1.13890 1.77271 5.31670 0.499
H -4.70976 -0.75272 5.18925 0.377
H -3.02927 -2.78476 -2.73005 0.073
H -6.82787 -0.32603 -1.56729 0.297
H 3.96729 -1.84540 -1.30322 0.114
H 3.19194 1.13117 4.01964 0.454
H -8.69193 -1.92229 -1.01199 0.344
H -3.32395 -0.40714 6.25237 0.388
H 0.76101 5.42687 -4.21616 0.378
H -0.77955 4.64976 -4.71557 0.321
H -1.69014 -3.69958 -3.31384 0.300
H 1.46807 -1.21088 -0.01054 -0.566
H 2.57363 -1.18620 3.62195 0.325
H -2.34249 -5.73892 -2.23408 0.402
H 1.70984 -0.65610 5.09396 0.449
H 3.11692 1.60327 -2.09711 -0.246
H 7.11031 -0.27406 1.24255 0.427
H 6.09955 -0.66850 -1.05605 0.204
H 0.84293 -0.83084 3.55433 0.001
H 0.67062 -1.12127 1.52391 0.177
H -8.25761 -4.00780 0.04356 0.351
H 5.64401 0.65752 0.95691 0.176
H 1.70361 1.00520 0.84403 -1.202
H -2.80288 -0.72497 2.39504 0.208
H -4.63677 -4.13048 -0.94945 -0.315
H 3.12353 -0.26968 -3.88137 0.497
H 0.01211 1.33186 0.89904 0.612
H 3.63947 -0.39611 -0.37968 -1.284
H -3.55425 0.56371 4.80032 0.306
H 5.55254 1.63955 -1.70364 0.475
```

---

Most stable structure - model x; separation to the second - 36.2 kcal/mol.

---

Model w:
ORCA calculation (ωB97M-V/def2-TZVPD) on a 3-piece molecular cluster, C2H11NO2S2 overall.

Values from the calculation:
orbital gap = 8.647 eV
HOMO level = -8.238 eV
SMILES = NCCSS.O.O

```
18
Properties=species:S:1:pos:R:3:mulliken_charge:R:1
S 0.21092 -2.03788 -2.37051 -0.221
S 0.67757 -0.19047 -1.52998 -0.044
O 3.40381 -0.56734 0.59313 -0.590
O -0.82067 -2.51627 5.39328 -0.640
N -1.43577 1.84184 -0.13733 -0.526
C -0.65918 0.80202 -2.31003 -0.525
C -0.80272 2.05905 -1.43192 -0.798
H -0.29187 1.03975 -3.30455 0.361
H -0.81799 -2.86058 4.49567 0.319
H 3.33710 -0.23832 1.48129 0.300
H -1.42421 2.79019 -1.95765 0.355
H -1.45719 -1.79488 5.38231 0.321
H 4.25208 -1.01092 0.52453 0.299
H 0.19957 2.48024 -1.31766 0.361
H -0.92046 1.14046 0.37861 0.260
H 0.55291 -2.80198 -1.33210 0.138
H -2.41220 1.62195 -0.26175 0.227
H -1.59170 0.24315 -2.29533 0.403
```

---

Model x:
ORCA calculation (ωB97M-V/def2-TZVPD) on a 4-piece molecular cluster, C2H11NO2S2 overall.

Values from the calculation:
orbital gap = 2.926 eV
HOMO level = -8.055 eV

```
18
Properties=species:S:1:pos:R:3:mulliken_charge:R:1
S -0.08272 -2.30695 1.82104 0.009
S -0.54810 1.88180 -1.84483 -0.508
O 0.36092 -1.55960 -2.12892 -0.552
O 1.87416 0.50445 -1.04370 -0.573
N -0.48051 1.80814 1.46169 -0.359
C 0.03720 -0.60028 1.07537 -0.103
C -0.68794 0.40829 1.90582 -0.360
H -0.79018 2.53792 2.14351 0.234
H -0.41984 -0.77365 0.11219 -0.113
H -1.78861 0.26624 1.97756 0.260
H -0.73515 2.12410 0.50747 0.078
H 0.27718 -2.19620 -2.81382 0.264
H -0.45585 -1.08042 -1.97716 0.298
H 1.09057 -0.40532 1.07673 0.364
H -0.36413 0.32703 2.96036 0.340
H -0.53546 2.14059 -3.17454 0.142
H 1.97380 -0.27357 -1.63830 0.325
H 1.22824 1.07183 -1.53139 0.254
```

---

Most stable structure - model w; separation to the second - 128.9 kcal/mol.

---

Model w:
ORCA calculation (ωB97M-V/def2-TZVPD) on an isolated ion of composition C3H5N2 and charge +1.

Values from the calculation:
orbital gap = 9.248 eV
HOMO level = -14.674 eV
SMILES = C1[NH2+][C@H]2N=C12
charge = +1

```
10
Properties=species:S:1:pos:R:3:mulliken_charge:R:1
N -1.45699 1.04941 -0.70064 -0.330
N 0.01728 -0.76562 0.32129 -0.163
C -0.49137 -0.24040 -1.00618 -0.418
C 0.63973 0.59658 0.60506 -0.408
C -0.21977 1.10757 -0.50168 0.611
H -0.72004 -1.03348 0.99288 0.336
H -0.58901 -0.77475 -1.92699 0.433
H 1.70829 0.59213 0.38728 0.286
H 0.67504 -1.55033 0.23809 0.347
H 0.43683 1.01889 1.59090 0.305
```

---

Model x:
ORCA calculation (ωB97M-V/def2-TZVPD) on an isolated ion of composition C3H5N2 and charge +1.

Values from the calculation:
orbital gap = 9.110 eV
HOMO level = -14.948 eV
charge = +1

```
10
Properties=species:S:1:pos:R:3:mulliken_charge:R:1
N 0.52166 -0.00069 -0.56728 0.124
N -1.36343 0.18688 -1.23183 -0.026
C -0.77606 0.08685 0.08461 -0.452
C -0.29804 0.18389 -1.95436 -0.150
C 1.66697 -0.20937 0.00731 -0.077
H 1.57495 -0.26060 1.13789 0.268
H -2.33399 0.57482 -1.49620 0.325
H -0.97714 0.95491 0.63961 0.324
H 2.52548 -0.38016 -0.56426 0.328
H -0.89663 -0.91099 0.78037 0.336
```

---

Most stable structure - model x; separation to the second - 22.3 kcal/mol.